Record 1
80
Properties=species:S:1:pos:R:3:forces:R:3 method="wB97M-V/def2-TZVPD" total_energy_ev=-106201.16660 homo_ev=-8.52 e_lumo_ev=-2.3 gap_ev=6.25
C 3.0873 2.2960 1.0518 -0.638 -0.274 0.272
C 1.9504 1.3273 1.5853 0.022 0.774 -0.318
C 0.7491 1.3311 0.5219 1.185 0.723 1.286
N 0.1853 -0.0447 0.4629 -0.727 -1.367 -0.746
C 0.8926 -0.9574 -0.3091 0.206 -2.404 -0.671
C 2.1724 -0.5567 -1.1069 -0.850 1.174 -0.187
C 1.7745 0.0655 -2.5412 0.787 0.144 0.360
C 2.8534 -0.3039 -3.6337 -0.555 0.845 0.538
I 4.8000 0.3160 -2.8275 -0.456 -0.185 -0.447
C 0.4517 -2.3575 -0.4502 -1.287 1.023 1.545
C 1.2465 -3.3965 -1.3166 0.139 0.249 -0.183
C 1.0264 -3.2206 -2.8770 -0.103 0.403 0.188
C 0.0194 -4.2440 -3.5225 -0.121 1.153 -0.191
Cl 0.6051 -4.6508 -5.2123 -0.419 -0.060 1.039
C -0.7772 -2.7625 0.2702 0.612 1.580 -0.690
C -1.2654 -4.2315 0.0927 -0.379 -0.047 0.220
N -0.6949 -5.0056 1.2413 0.233 0.773 -0.737
C -1.4849 -1.7797 1.1188 1.962 -0.016 -1.212
C -2.7399 -2.2631 1.8990 -0.564 0.533 -0.761
I -2.3671 -2.4130 4.0585 0.028 0.096 -0.788
C -4.0668 -1.4252 1.5856 0.337 -0.719 -0.007
C -4.3252 -1.2387 0.0404 -0.733 -0.399 -0.267
I -5.7053 -2.6972 2.3408 0.299 0.485 -0.007
C -0.9459 -0.4102 1.1700 -1.455 -1.512 0.689
C -1.7074 0.6547 2.0392 0.437 0.181 -1.158
C -2.7511 1.4964 1.1531 0.582 0.673 0.996
C -2.3402 3.0062 0.9577 -0.367 -0.751 -0.806
C -3.5547 3.8450 0.4072 0.621 0.805 -0.299
O -3.3406 4.6622 -0.4472 -0.114 -0.380 0.325
O -4.8584 3.6328 0.8499 1.460 -1.082 -0.509
C -5.6117 3.0233 -0.2447 -0.936 -0.363 0.083
C -6.9344 2.4212 0.3890 0.624 0.571 -0.636
H 2.5826 3.0218 0.3512 0.818 -0.543 0.620
H 3.5198 2.8725 1.9016 -0.097 -0.478 -0.806
H 3.9082 1.7414 0.5292 -0.736 0.698 0.427
H 2.3120 0.2858 1.7955 -0.289 0.924 -0.351
H 1.5644 1.7397 2.5590 0.232 -0.519 -0.901
H 1.0914 1.6969 -0.4822 -0.383 -0.833 0.909
H 0.0300 2.0928 0.8927 0.229 -1.030 -0.517
H 2.8791 -1.4025 -1.2624 -0.848 0.477 0.334
H 2.7588 0.2530 -0.6009 -0.556 -0.987 -0.206
H 0.7255 -0.1916 -2.8343 0.902 0.026 0.076
H 1.8120 1.1808 -2.4207 -0.121 -0.938 -0.240
H 2.6925 0.3587 -4.5189 0.200 -0.905 0.605
H 2.9002 -1.3854 -3.8871 -0.037 0.966 0.124
H 2.3538 -3.3204 -1.1326 -1.185 0.071 0.086
H 0.9794 -4.4517 -1.0595 0.182 1.045 0.102
H 2.0337 -3.2383 -3.3741 -1.121 -0.319 0.354
H 0.5998 -2.1971 -3.0619 0.547 -1.023 0.079
H -0.1837 -5.1537 -2.9118 0.520 0.494 -0.741
H -0.9497 -3.7010 -3.6802 0.787 -0.764 0.145
H -2.3898 -4.3146 0.1139 1.099 0.276 -0.006
H -0.9706 -4.6662 -0.9037 -0.179 0.765 0.934
H -0.4187 -5.9432 0.9450 -0.101 0.331 0.167
H 0.1499 -4.4900 1.5141 -0.269 -0.701 0.140
H -3.0106 -3.3116 1.6072 0.724 1.062 0.361
H -4.1380 -0.4963 2.1917 0.012 -0.773 -0.634
H -3.5620 -1.7438 -0.6124 -0.455 0.589 0.773
H -4.4439 -0.1723 -0.2752 0.288 -0.889 0.418
H -5.2996 -1.7386 -0.2142 1.001 0.573 0.142
H -2.3012 0.1875 2.8550 0.951 0.025 -0.592
H -0.9237 1.3146 2.4837 -0.844 -0.444 -0.104
H -2.8367 1.0263 0.1464 -0.203 0.378 0.850
H -3.7280 1.5008 1.7120 0.819 -0.173 -0.840
H -1.8409 3.4779 1.8387 -0.787 -0.370 -0.430
H -1.5839 3.0340 0.1246 -0.848 0.343 0.779
H -5.0035 2.2103 -0.7379 -0.455 0.738 0.577
H -5.8094 3.7915 -1.0300 0.091 -0.504 0.737
H -7.7934 2.7706 -0.2443 0.645 -0.599 0.746
H -7.0588 2.8090 1.4355 0.116 -0.403 -1.059
H -6.8566 1.3062 0.3898 -0.327 0.928 0.118
N 8.0549 4.0346 0.8530 -0.327 -0.566 -0.187
S 8.0438 3.6408 2.3837 0.532 0.491 3.086
O 8.9097 2.5692 2.7789 -0.326 0.001 -0.758
O 6.7880 3.7409 3.0737 -0.063 -0.154 -0.839
F 8.8220 4.9031 2.9682 -0.062 0.149 -0.747
S 7.3758 2.9449 -0.0455 -0.233 -1.182 -1.814
O 7.6310 3.1201 -1.4460 0.098 0.761 0.528
O 6.0304 2.5491 0.2804 0.242 0.344 0.437
F 8.2114 1.6243 0.2650 -0.010 0.016 0.199

---

Record 2
82
Properties=species:S:1:pos:R:3:forces:R:3 method="wB97M-V/def2-TZVPD" spin_multiplicity=2 total_energy_ev=-154555.15461 s2=0.764 homo_ev="-12.49 / -12.38" e_lumo_ev="-4.2 / -8.0" gap_ev="8.31 / 4.36" charge=+2
Cu -1.5427 1.3316 2.2794 -0.112 -0.062 -0.462
K 3.5167 -0.2665 -0.7110 0.869 0.200 -0.230
O 1.3786 -1.2117 -0.1062 0.219 -1.051 -1.351
P 0.5027 -0.6805 0.9306 -2.120 3.022 -0.073
O -0.4212 0.4792 0.7692 0.086 -0.190 -0.613
F 1.3994 -0.3066 2.0786 1.731 0.205 2.288
F -0.3428 -1.7676 1.5830 -0.506 -1.841 0.588
C 0.3301 -1.8310 5.9472 0.129 0.494 0.517
C 0.6780 -0.3017 6.0583 -0.077 -1.643 -1.129
C -0.6109 0.3799 6.4612 -1.058 -1.229 0.661
S -1.7555 -0.3727 5.2648 -0.241 -0.148 1.286
O -1.4340 0.2181 3.9908 0.551 0.593 -1.215
O -3.1296 -0.2975 5.6649 0.090 -0.250 0.168
C -0.9973 -1.9855 5.2138 -0.183 -0.796 -0.096
H 0.1642 -2.2189 6.9455 0.049 0.056 0.363
H 1.1277 -2.4615 5.5498 -0.043 0.368 -0.305
H 1.0456 -0.0090 5.0837 -0.423 0.500 -0.505
H 1.5600 -0.2015 6.6274 0.544 0.421 1.470
H -0.7441 1.4212 6.2212 0.328 0.542 0.363
H -0.9962 0.0922 7.5078 0.680 0.608 -1.547
H -0.9355 -2.2612 4.1638 0.183 0.216 -0.113
H -1.5931 -2.7580 5.6950 -0.388 0.301 0.073
C 0.3330 4.7180 -1.1892 -3.215 0.456 1.674
C 1.4413 5.4658 -0.4526 0.040 0.743 -1.806
C 2.4411 4.4847 0.0098 1.318 -1.577 0.828
S 1.9678 2.9072 -0.6464 -0.788 0.140 1.865
O 2.3482 1.8143 0.2317 -0.026 0.169 0.129
O 2.4125 2.8295 -1.9855 0.740 -0.402 -2.286
C 0.2438 3.3142 -0.6017 0.700 0.197 1.890
H 0.5056 4.6329 -2.2064 0.640 -0.142 -2.051
H -0.7319 5.1519 -1.1459 1.739 -0.120 0.270
H 1.0986 6.0733 0.3162 -0.960 0.724 1.725
H 1.9508 6.1965 -1.0798 -0.203 -0.150 -0.450
H 2.4933 4.2691 1.0722 -0.030 0.448 0.301
H 3.4409 4.6646 -0.3580 0.335 0.056 0.009
H 0.0232 3.2782 0.5163 -0.014 0.222 -1.336
H -0.3752 2.6021 -1.0946 -0.334 -0.547 -0.511
C 3.1127 0.0639 -6.6580 1.248 -0.017 1.427
C 3.5419 1.2200 -5.6765 0.258 -2.545 -0.492
C 2.5451 1.1398 -4.5807 -2.733 0.209 -0.392
S 2.4565 -0.6159 -4.2013 -0.752 1.324 0.020
O 1.1256 -1.0804 -3.8832 -0.058 -0.071 0.218
O 3.5110 -0.9065 -3.2579 0.519 -0.249 0.983
C 2.9856 -1.1737 -5.7571 -0.645 -1.547 -0.466
H 3.9145 -0.1408 -7.3573 -0.296 0.215 -0.544
H 2.1699 0.3496 -7.0905 -0.247 -0.189 -0.525
H 3.4698 2.1136 -6.1906 0.139 1.982 -0.868
H 4.5637 1.0275 -5.3402 -0.068 0.239 0.069
H 1.5041 1.5146 -4.9301 1.542 -0.921 0.394
H 2.7241 1.6847 -3.6944 0.496 0.420 0.972
H 2.1864 -1.9209 -6.0149 0.973 0.610 -0.279
H 3.9308 -1.6939 -5.4949 -0.418 0.322 -0.726
N -3.8066 2.5519 3.6532 -0.197 -0.016 0.434
C -2.9407 3.1122 2.7875 2.262 1.120 0.973
C -3.1218 2.5858 1.5407 0.200 0.319 -2.616
C -4.2032 1.6978 1.6233 -0.974 -0.801 0.995
C -4.5911 1.6881 2.9277 -1.290 -1.260 1.348
H -3.6460 2.6909 4.6600 -0.898 -0.520 -0.841
H -2.2121 3.8362 3.1580 -0.419 -0.052 -0.336
H -2.8041 2.9030 0.5437 0.429 0.299 0.712
H -4.7183 1.1115 0.8860 0.212 0.096 -0.385
H -5.3733 1.0459 3.3743 0.701 0.762 -0.105
N -2.0653 -2.8114 -2.7315 -3.144 -2.438 -0.384
C -3.3466 -3.3422 -2.2591 1.515 0.241 -1.535
C -3.6279 -2.6983 -1.0963 0.719 -0.173 1.017
C -2.5385 -1.8036 -0.8019 0.155 -1.321 -2.055
C -1.6215 -1.9286 -1.8463 0.551 0.710 1.109
H -1.6239 -3.0989 -3.6056 -0.251 0.370 0.634
H -3.8951 -4.0976 -2.8471 0.506 0.638 0.484
H -4.3628 -2.9638 -0.3268 -0.086 0.288 -0.885
H -2.5179 -1.1407 -0.0041 0.313 0.990 1.269
H -0.6055 -1.5955 -2.0149 -0.274 0.744 0.249
N 0.7413 -3.6544 -0.8505 0.177 -1.356 0.364
C 1.1421 -4.3605 -1.9590 -0.718 2.406 -0.270
C 0.3648 -5.5208 -2.0522 -0.155 -1.541 -0.396
C -0.4537 -5.5548 -0.9602 0.985 0.917 -0.141
C -0.2093 -4.3561 -0.1750 0.350 -0.523 -1.200
H 1.1553 -2.7567 -0.5582 -0.317 0.286 -0.003
H 1.6623 -3.7610 -2.7218 0.245 -0.835 0.431
H 0.4116 -6.3148 -2.8214 0.094 0.841 0.559
H -1.0659 -6.3790 -0.7634 -1.100 -0.677 0.621
H -0.6610 -4.0594 0.7632 0.202 0.171 -0.225